1.
{"formula": "C22H27IN3O3PPd", "method": "ωB97M-V with the def2-TZVPD basis set", "elements": ["Pd", "N", "C", "C", "N", "H", "H", "H", "H", "H", "H", "H", "H", "O", "O", "P", "C", "C", "C", "C", "C", "C", "C", "C", "C", "C", "C", "C", "C", "C", "C", "C", "C", "C", "H", "H", "H", "H", "H", "H", "H", "H", "H", "H", "H", "H", "H", "H", "H", "N", "C", "O", "C", "I", "H", "H", "H", "H"], "positions_angstrom": [[0.1706, 0.2061, 0.0460], [0.6186, 2.3006, 0.0254], [-0.3743, 3.3412, -0.2389], [-1.7366, 2.9065, 0.3211], [-1.9182, 1.4788, 0.0675], [1.0565, 2.4203, 0.9331], [1.4416, 2.2829, -0.5801], [-0.4552, 3.4811, -1.3187], [-0.0795, 4.2929, 0.2104], [-2.5350, 3.5071, -0.1233], [-1.7448, 3.0696, 1.3996], [-2.3523, 1.2994, -0.8325], [-2.5818, 1.0313, 0.6955], [2.1103, 0.3135, -0.0304], [0.7449, -1.9071, 0.0482], [0.9914, -2.6585, -1.2187], [0.7579, -1.8253, -2.8085], [0.3495, -0.5061, -2.9692], [0.1908, 0.0135, -4.2488], [0.4400, -0.7582, -5.3725], [0.8514, -2.0757, -5.2219], [1.0053, -2.5987, -3.9491], [-0.1738, -4.0632, -1.2343], [-1.0562, -4.3172, -2.2827], [-1.9514, -5.3786, -2.2162], [-1.9741, -6.1993, -1.1001], [-1.1041, -5.9508, -0.0468], [-0.2137, -4.8917, -0.1122], [2.7044, -3.2395, -1.1663], [3.6240, -2.9686, -2.1743], [4.9357, -3.4094, -2.0654], [5.3390, -4.1231, -0.9491], [4.4301, -4.3867, 0.0668], [3.1227, -3.9461, -0.0394], [0.1409, 0.1501, -2.1163], [-0.1279, 1.0422, -4.3644], [0.3157, -0.3368, -6.3620], [1.0506, -2.6919, -6.0889], [1.3255, -3.6298, -3.8417], [-1.0594, -3.6818, -3.1579], [-2.6323, -5.5608, -3.0381], [-2.6710, -7.0258, -1.0466], [-1.1232, -6.5821, 0.8324], [0.4385, -4.6975, 0.7278], [3.3314, -2.3985, -3.0442], [5.6433, -3.1880, -2.8538], [6.3624, -4.4649, -0.8629], [4.7438, -4.9298, 0.9488], [2.4360, -4.1339, 0.7736], [-2.8992, -2.6158, 1.5821], [-2.7509, -2.0669, 0.3630], [-1.8400, -1.3037, 0.0971], [-3.7338, -2.4052, -0.7433], [-5.3243, -3.7530, -0.3135], [-2.2129, -2.3808, 2.2798], [-3.6417, -3.2549, 1.8022], [-3.1635, -2.8350, -1.5614], [-4.1827, -1.4776, -1.0865]], "mulliken_charge": [0.26, -0.41, -0.63, -0.67, -0.27, 0.24, 0.33, 0.29, 0.38, 0.32, 0.35, 0.14, 0.18, -0.98, -1.02, 1.91, 0.22, -0.26, -0.61, -0.70, -0.87, -0.37, 0.76, -0.33, -0.61, -0.50, -0.80, -0.62, 0.63, -0.32, -0.73, -0.44, -0.75, -0.46, 0.56, 0.44, 0.39, 0.43, 0.65, 0.38, 0.42, 0.41, 0.42, 0.30, 0.36, 0.41, 0.37, 0.40, 0.27, -0.37, 0.65, -0.37, -0.64, 0.00, 0.26, 0.06, 0.10, 0.42], "e_above_lowest_kcal_mol": 74.59, "e_lumo_ev": [0.19, 0.19], "largest_force_ha_per_bohr": 0.0682, "e_tot_ev": -54732.105}


2.
{"formula": "C22H27N3O2", "method": "ωB97M-V with the def2-TZVPD basis set", "elements": ["C", "C", "C", "C", "N", "C", "C", "C", "C", "C", "N", "C", "O", "C", "C", "C", "C", "N", "C", "C", "C", "C", "C", "C", "C", "O", "C", "H", "H", "H", "H", "H", "H", "H", "H", "H", "H", "H", "H", "H", "H", "H", "H", "H", "H", "H", "H", "H", "H", "H", "H", "H", "H", "H"], "positions_angstrom": [[3.4433, 0.5746, -0.3491], [3.3306, 0.8589, 1.1437], [3.0826, 2.3353, 1.4517], [1.6906, 2.8363, 1.0677], [0.5974, 2.1433, 1.7327], [0.7010, 2.0962, 3.1839], [-0.6903, 1.6636, 3.6541], [-1.6282, 2.1166, 2.5246], [-0.6977, 2.7695, 1.4907], [-1.1964, 2.6319, 0.0464], [-1.2469, 1.2760, -0.4362], [-0.3651, 0.7930, -1.3401], [0.5238, 1.4620, -1.8294], [-0.6699, -0.6036, -1.7850], [-0.6172, -0.8214, -3.1709], [-1.0084, -2.0186, -3.7230], [-0.9459, -2.1986, -5.1215], [-0.8974, -2.3403, -6.2589], [-1.4883, -3.0691, -2.8903], [-1.9317, -4.2988, -3.4135], [-2.3664, -5.2935, -2.5803], [-2.3713, -5.1028, -1.1915], [-1.9465, -3.9188, -0.6556], [-1.5003, -2.8715, -1.4876], [-1.0589, -1.6305, -0.9411], [-1.0538, -1.5407, 0.4215], [0.1375, -1.0614, 1.0386], [3.6272, -0.4845, -0.5194], [2.5354, 0.8537, -0.8748], [4.2705, 1.1353, -0.7792], [4.2621, 0.5578, 1.6314], [2.5237, 0.2639, 1.5725], [3.2535, 2.5146, 2.5156], [3.8073, 2.9390, 0.9005], [1.5535, 2.7059, -0.0069], [1.6464, 3.9199, 1.2914], [1.4736, 1.3900, 3.4871], [0.9507, 3.0894, 3.5959], [-0.7309, 0.5823, 3.7755], [-0.9438, 2.1213, 4.6086], [-2.3807, 2.8235, 2.8703], [-2.1444, 1.2599, 2.0934], [-0.6379, 3.8580, 1.6968], [-2.1977, 3.0718, -0.0125], [-0.5335, 3.1759, -0.6296], [-1.9302, 0.6535, -0.0348], [-0.2676, -0.0136, -3.7971], [-1.9227, -4.4390, -4.4847], [-2.7054, -6.2332, -2.9898], [-2.7121, -5.8992, -0.5468], [-1.9483, -3.7578, 0.4113], [0.1547, -1.5174, 2.0287], [1.0151, -1.3864, 0.4762], [0.1555, 0.0278, 1.1392]], "mulliken_charge": [-1.16, 0.11, -1.09, -0.92, 0.98, -1.05, -0.80, -0.67, 0.03, -1.76, -0.01, 0.09, -0.71, 1.51, -1.18, 0.19, -0.27, -0.56, 0.88, -0.98, -0.62, -0.68, -0.64, 0.61, 0.25, -0.58, -0.73, 0.37, 0.17, 0.38, 0.39, -0.10, 0.30, 0.49, 0.39, 0.32, 0.42, 0.46, 0.27, 0.37, 0.52, 0.14, 0.52, 0.48, 0.52, 0.28, 0.63, 0.43, 0.41, 0.40, 0.46, 0.45, 0.39, -0.09], "e_above_lowest_kcal_mol": 39.36, "e_lumo_ev": -0.22, "largest_force_ha_per_bohr": 0.0208, "e_tot_ev": -31818.024}


3.
{"formula": "C22H27N3O3", "method": "ωB97M-V with the def2-TZVPD basis set", "elements": ["C", "C", "C", "C", "C", "C", "C", "C", "H", "H", "H", "N", "C", "H", "C", "N", "C", "O", "C", "N", "C", "O", "C", "H", "C", "C", "O", "H", "C", "C", "C", "C", "H", "H", "H", "H", "H", "H", "H", "H", "C", "H", "C", "H", "H", "H", "H", "H", "H", "H", "H", "H", "H", "H", "H"], "positions_angstrom": [[5.6548, 5.1776, -0.1207], [4.2655, 4.5079, -0.6073], [3.8436, 4.7020, -2.0238], [2.7546, 4.1974, -2.3774], [1.9200, 3.5114, -1.3997], [2.5098, 3.2334, -0.1674], [3.7776, 3.7958, 0.3633], [3.9053, 3.7669, 1.6509], [4.2367, 4.7295, 2.0748], [3.1145, 3.2484, 2.2862], [4.8839, 3.0199, 1.5699], [1.6763, 2.5535, 0.5347], [2.0889, 1.1087, 0.9173], [3.1625, 1.0196, 1.1676], [1.1078, 0.2845, 1.5242], [0.0994, 0.0420, 0.7891], [-0.6708, -1.1666, 0.9195], [-0.2329, -2.0912, 1.4607], [-2.0619, -1.2281, -0.2288], [-2.3726, -2.5780, -0.0573], [-2.0522, -3.4774, -0.7643], [-1.0798, -3.4738, -1.8032], [-2.5995, -4.8819, -0.3468], [-1.6646, -5.5855, 0.0212], [-3.6765, -4.2378, 0.7837], [-3.3785, -2.9471, 0.9974], [-3.8357, -2.1218, 1.9707], [-3.1833, -4.8236, 1.7388], [-4.8583, -4.7308, 0.8440], [-5.4202, -4.4413, -0.5342], [-4.7607, -4.7270, -1.7187], [-3.5287, -5.4101, -1.3345], [-3.7097, -6.5758, -1.0895], [-2.8381, -5.5373, -2.1270], [-4.9629, -4.4991, -2.5604], [-6.3660, -3.8699, -0.8923], [-5.2931, -5.6920, 0.9789], [-5.3505, -4.3361, 1.5453], [-1.6700, -0.9994, -1.2137], [-2.5570, -0.4686, 0.1016], [-0.3392, 1.0541, 0.0314], [0.2001, 1.0188, -1.1576], [0.3247, 2.5291, 0.5896], [-0.1039, 2.6261, 1.7059], [-0.0394, 3.4780, -0.0938], [-1.6034, 1.2401, 0.0127], [1.5630, -0.9049, 1.7746], [0.9418, 0.5181, 2.6399], [2.2535, 0.6442, -0.3510], [1.2806, 3.0173, -2.0269], [2.4535, 4.3834, -3.4844], [4.5159, 5.4305, -2.6376], [6.0885, 4.4613, 0.2738], [6.1829, 5.6445, -0.8528], [5.4039, 5.8611, 0.7032]], "mulliken_charge": [-1.98, 1.14, -1.03, -0.49, -0.56, 0.89, 0.12, -1.28, 0.28, 0.30, 0.32, 0.39, -0.79, 0.48, -0.77, 0.53, 0.60, -0.55, -1.81, 0.53, 0.29, -0.77, 0.21, 0.32, 0.42, 0.14, -0.68, 0.14, -1.50, -0.16, -1.25, -0.72, 0.33, 0.50, 0.88, 0.18, 0.48, 0.76, 0.49, 0.97, -0.41, 0.16, -0.82, 0.26, 0.37, 0.11, 0.34, 0.14, 0.26, 0.36, 0.23, 0.20, 0.58, 0.49, 0.35], "e_above_lowest_kcal_mol": 536.33, "e_lumo_ev": -0.23, "largest_force_ha_per_bohr": 0.3505, "e_tot_ev": -33844.994}


4.
{"formula": "C22H27N3O4", "method": "ωB97M-V with the def2-TZVPD basis set", "elements": ["C", "O", "C", "C", "C", "C", "O", "N", "C", "C", "N", "C", "C", "C", "C", "C", "C", "C", "C", "O", "C", "C", "C", "N", "C", "C", "O", "C", "C", "H", "H", "H", "H", "H", "H", "H", "H", "H", "H", "H", "H", "H", "H", "H", "H", "H", "H", "H", "H", "H", "H", "H", "H", "H", "H", "H"], "positions_angstrom": [[-2.6527, 2.2425, -0.4078], [-2.3971, 1.1024, 0.3785], [-1.6857, 0.0680, -0.1780], [-1.2023, 0.1048, -1.4754], [-0.4958, -0.9541, -2.0394], [-0.0449, -0.7764, -3.4470], [-0.5504, 0.0482, -4.1902], [0.9791, -1.5684, -3.8392], [1.5416, -1.5141, -5.1696], [3.0077, -1.1636, -5.1595], [3.8059, -2.1036, -5.6470], [5.1080, -1.8904, -5.6897], [5.6917, -0.7176, -5.2399], [4.8616, 0.2628, -4.7242], [3.4872, 0.0574, -4.6705], [2.5860, 1.1039, -4.0985], [-0.2868, -2.0983, -1.2807], [-0.7528, -2.1438, 0.0164], [-1.4387, -1.0805, 0.6024], [-1.8357, -1.3236, 1.8784], [-2.2510, -0.2954, 2.7650], [-2.7725, -0.9937, 4.0217], [-3.1608, 0.0439, 5.0735], [-2.0354, 0.9043, 5.3757], [-1.4470, 0.8275, 6.5961], [-0.2191, 1.6868, 6.8199], [-1.8996, 0.1224, 7.4769], [-1.5415, 1.6130, 4.2208], [-1.0859, 0.6243, 3.1450], [-3.2335, 2.9081, 0.2295], [-3.2355, 1.9939, -1.2991], [-1.7262, 2.7432, -0.7054], [-1.3718, 0.9615, -2.1076], [1.4107, -2.1996, -3.1853], [1.4330, -2.4851, -5.6635], [0.9640, -0.7641, -5.7185], [5.7000, -2.6963, -6.1028], [6.7597, -0.5737, -5.2918], [5.2765, 1.1943, -4.3637], [3.0727, 2.0766, -4.1202], [2.3482, 0.8658, -3.0606], [1.6462, 1.1637, -4.6419], [0.2098, -2.9661, -1.6871], [-0.6036, -3.0217, 0.6251], [-3.0556, 0.2966, 2.3148], [-3.6327, -1.6132, 3.7695], [-1.9887, -1.6428, 4.4148], [-3.4608, -0.4433, 6.0023], [-3.9885, 0.6601, 4.7041], [0.5843, 1.3994, 6.1455], [-0.4514, 2.7398, 6.6785], [0.1099, 1.5336, 7.8441], [-0.7218, 2.2739, 4.4941], [-2.3575, 2.2263, 3.8173], [-0.7350, 1.1691, 2.2685], [-0.2655, 0.0116, 3.5257]], "mulliken_charge": [-1.04, -0.35, 1.15, -0.61, -0.06, 0.30, -0.68, -0.12, -1.06, 0.57, -0.60, -0.43, -0.48, -0.60, 1.02, -1.43, -0.49, -0.93, 0.22, -0.42, 0.10, -0.58, -1.07, 0.09, 1.15, -1.35, -0.65, -1.14, -0.26, 0.26, 0.36, 0.40, 0.57, 0.22, 0.34, 0.46, 0.39, 0.38, 0.38, 0.48, 0.22, 0.33, 0.43, 0.47, 0.21, 0.41, 0.30, 0.47, 0.34, 0.33, 0.35, 0.33, 0.52, 0.21, 0.41, 0.18], "e_above_lowest_kcal_mol": 53.51, "e_lumo_ev": 0.54, "largest_force_ha_per_bohr": 0.0138, "e_tot_ev": -35913.370}